# 1
This record from OMol25 describes 6 unconnected molecules or ions with the total composition C58H79F7N3S. The level of theory is ωB97M-V/def2-TZVPD.

Values from the calculation:
Maximum force in eV Å⁻¹: 1.5
Spin multiplicity: 1
Net charge: +1
Kohn-Sham gap in hartree: 0.2637
E in a.u.: -3518.6595

Each line ends with the Mulliken charge.
CARTESIAN COORDINATES (ANGSTROEM)
C1 -4.82206 -4.97175 1.87369  -1.12
C2 -4.04526 -4.45016 0.65465  -0.70
C3 -3.46022 -3.07113 0.92804  -0.25
C4 -4.52179 -1.97919 1.12708  -0.12
C5 -3.87632 -0.59482 0.97282  -0.71
C6 -3.78018 -0.15567 -0.48490  -0.65
C7 -2.88990 1.08831 -0.68184  -1.18
C8 -1.54784 0.80130 -1.36510  0.44
C9 -0.31174 0.76942 -0.42560  -0.93
C10 0.96270 1.28247 -1.12782  -0.26
C11 1.71709 2.32736 -0.28356  -0.08
C12 3.24890 2.31769 -0.48417  -0.42
C13 4.05708 2.27281 0.81109  0.69
C14 4.09694 3.57477 1.61815  -1.44
C15 2.93535 3.79447 2.58935  -0.70
C16 2.67124 2.57604 3.45682  0.35
C17 1.98798 2.84892 4.80116  -1.36
C18 2.15452 1.63042 5.70839  -0.59
C19 1.06050 0.56866 5.51882  -0.84
C20 1.61672 -0.87501 5.69558  -0.79
N1 1.56106 -1.57481 4.40292  0.23
C21 0.92802 -2.87898 4.38892  -1.01
C22 1.78166 -4.04445 3.87043  -0.70
N2 3.26986 -3.80377 4.01092  0.19
C23 3.78343 -3.80427 5.42344  0.68
F1 4.05703 -2.55350 5.80015  -0.22
F2 2.80915 -4.28764 6.21997  -0.31
C24 5.04924 -4.68996 5.64241  0.47
F3 5.31862 -4.58614 6.95956  -0.29
F4 6.08766 -4.21607 4.94859  -0.20
C25 4.82195 -6.21196 5.28698  0.71
F5 3.53303 -6.42540 4.96253  -0.22
F6 5.56555 -6.51377 4.20709  -0.24
F7 5.17130 -6.99102 6.30644  -0.22
C26 3.58483 -2.58004 3.19529  -0.65
N3 5.01579 -2.30339 3.22259  -0.50
C27 5.46224 -1.57435 2.31920  0.52
S1 6.03874 -0.65804 1.21945  -0.28
C28 2.71842 -1.36674 3.55409  -1.01
H1 -5.79758 -4.49312 1.92009  0.27
H2 -4.98055 -6.04241 1.79484  0.37
H3 -4.31181 -4.72575 2.80140  0.28
H4 -3.22281 -5.13065 0.44494  0.34
H5 -4.73238 -4.39270 -0.18395  0.32
H6 -2.82688 -3.07439 1.81519  0.08
H7 -2.83321 -2.75786 0.09166  0.28
H8 -5.33757 -2.09454 0.41531  0.49
H9 -4.92800 -2.06100 2.13338  -0.18
H10 -4.40901 0.15521 1.55388  0.38
H11 -2.86068 -0.65396 1.37502  0.23
H12 -3.40893 -0.97190 -1.09966  0.28
H13 -4.79181 0.07440 -0.81603  0.36
H14 -3.44543 1.79667 -1.29199  0.36
H15 -2.73179 1.56431 0.28426  0.54
H16 -1.58951 -0.15681 -1.87568  -0.48
H17 -1.35403 1.59588 -2.07866  0.43
H18 -0.16099 -0.25054 -0.07247  0.14
H19 -0.54859 1.36851 0.45267  0.54
H20 1.64485 0.44616 -1.26466  0.15
H21 0.68296 1.67997 -2.09676  0.25
H22 1.31950 3.32394 -0.45732  0.26
H23 1.50845 2.08999 0.76015  -0.30
H24 3.54316 1.47643 -1.10630  0.01
H25 3.53041 3.23886 -0.99236  0.40
H26 5.08635 2.05139 0.52027  0.46
H27 3.74741 1.42803 1.42828  -0.71
H28 4.10993 4.39578 0.89961  0.48
H29 5.04852 3.64390 2.14138  0.40
H30 2.04838 4.13929 2.06243  0.29
H31 3.21583 4.61896 3.24600  0.52
H32 2.05787 1.84508 2.92388  -0.18
H33 3.63463 2.10596 3.66056  0.27
H34 0.95170 3.15436 4.68094  0.39
H35 2.50914 3.68960 5.26182  0.47
H36 3.13074 1.20841 5.47415  0.32
H37 2.20060 1.90569 6.76153  0.49
H38 0.69189 0.65258 4.49918  0.29
H39 0.21903 0.77031 6.17421  0.38
H40 2.62955 -0.76526 6.07061  0.29
H41 1.00779 -1.39967 6.42323  0.68
H42 0.55784 -3.14072 5.37513  0.50
H43 0.04497 -2.86287 3.74501  0.42
H44 1.50483 -4.99717 4.30223  0.35
H45 1.63559 -4.15142 2.79849  0.55
H46 3.71901 -4.58555 3.52997  0.50
H47 3.34288 -2.87538 2.17583  0.80
H48 2.40778 -0.92474 2.60586  0.49
H49 3.36198 -0.63316 4.03058  0.35
C29 -8.16578 -2.80416 4.67150  -0.50
C30 -8.24013 -3.49456 5.87324  -0.37
C31 -7.17555 -3.45873 6.76305  -0.39
C32 -6.03803 -2.72621 6.45382  -0.45
C33 -5.96509 -2.03552 5.25220  -0.31
C34 -7.02546 -2.07749 4.36041  -0.25
H50 -8.99574 -2.83292 3.97802  0.38
H51 -9.12965 -4.05980 6.11761  0.37
H52 -7.23426 -3.99876 7.69885  0.37
H53 -5.21144 -2.69117 7.15244  0.37
H54 -5.08314 -1.45695 5.00914  0.40
H55 -6.96669 -1.53917 3.42298  0.42
C35 2.28784 -1.76474 -5.02332  -0.35
C36 1.20191 -1.50993 -5.84936  -0.55
C37 -0.08542 -1.56267 -5.33698  -0.43
C38 -0.28806 -1.85868 -3.99890  -0.39
C39 0.79837 -2.10045 -3.17149  -0.44
C40 2.08698 -2.05773 -3.68167  -0.36
H56 3.29058 -1.72564 -5.42153  0.38
H57 1.35984 -1.26774 -6.89224  0.45
H58 -0.93355 -1.36468 -5.98004  0.46
H59 -1.29371 -1.88966 -3.59843  0.43
H60 0.63709 -2.31599 -2.12175  0.39
H61 2.93601 -2.24546 -3.03609  0.43
C41 6.20191 -1.32494 -3.14752  -0.41
C42 6.44356 -1.49811 -4.50282  -0.42
C43 6.27607 -0.43400 -5.37857  -0.49
C44 5.87244 0.80493 -4.89887  -0.43
C45 5.63279 0.97926 -3.54365  -0.46
C46 5.79546 -0.08692 -2.66985  0.25
H62 6.33160 -2.15516 -2.46432  0.38
H63 6.76339 -2.46152 -4.87706  0.37
H64 6.46117 -0.57011 -6.43580  0.40
H65 5.74610 1.63483 -5.58161  0.40
H66 5.31896 1.94540 -3.16917  0.44
H67 5.60398 0.04905 -1.61377  -0.03
C47 -1.04068 3.56631 -6.80591  -0.68
C48 -2.02546 4.40501 -6.30231  -0.43
C49 -2.76660 4.01915 -5.19399  -0.54
C50 -2.51852 2.79675 -4.58537  -0.30
C51 -1.53229 1.95952 -5.08823  -0.09
C52 -0.79513 2.34224 -6.19958  -0.48
H68 -0.46486 3.86725 -7.67148  0.38
H69 -2.21405 5.36075 -6.77287  0.67
H70 -3.53770 4.67148 -4.80436  0.37
H71 -3.09445 2.49604 -3.71874  0.36
H72 -1.33573 1.00647 -4.61220  0.37
H73 -0.02837 1.68577 -6.59155  0.42
C53 -4.89289 6.76785 -7.54025  -0.19
C54 -4.26666 6.20576 -8.64350  -0.34
C55 -4.26274 6.87790 -9.85761  -0.44
C56 -4.87950 8.11627 -9.96588  -0.39
C57 -5.50320 8.67988 -8.86160  -0.35
C58 -5.51252 8.00479 -7.64929  -0.49
H74 -4.89904 6.24036 -6.59450  0.29
H75 -3.78351 5.24115 -8.55818  0.47
H76 -3.77885 6.43684 -10.71925  0.36
H77 -4.87414 8.64250 -10.91137  0.36
H78 -5.98307 9.64602 -8.94625  0.36
H79 -6.00330 8.44250 -6.78979  0.36

Cartesian forces (eV/Å) of the 6 atoms listed first:
-0.1 0.3 -0.5
0.1 0.1 1.1
-0.6 0.4 -0.5
0.6 0.2 0.3
0.1 -0.5 -0.2
-0.1 0.5 0.5


# 2
This record from OMol25 describes 10 unconnected molecules or ions with the total composition C58H86BN3O30. The level of theory is ωB97M-V/def2-TZVPD.

Values from the calculation:
Maximum force in eV Å⁻¹: 5.4
Spin multiplicity: 1
Kohn-Sham gap in hartree: 0.2639
E in a.u.: -4707.6480

Each line ends with the Mulliken charge.
CARTESIAN COORDINATES (ANGSTROEM)
C1 5.27145 -1.28382 3.33746  -0.96
C2 3.69869 -0.88562 3.45418  -0.13
C3 3.01708 -1.13972 2.00778  0.72
C4 2.15337 -2.53411 1.93296  0.12
C5 3.06610 -3.62161 1.14307  -0.01
C6 2.26220 -5.00840 0.87365  -0.97
C7 1.31973 -4.96361 -0.44522  0.13
C8 -0.22336 -4.80985 0.08846  -0.97
C9 -1.19941 -4.26428 -1.08352  2.08
C10 -2.58268 -5.11444 -1.09078  -0.93
C11 -3.85685 -4.27784 -0.52078  0.57
C12 -3.89312 -4.24010 1.10460  -0.33
C13 -3.91796 -2.75866 1.74122  -0.91
C14 -2.51261 -1.93502 1.50092  1.50
C15 -2.83280 -0.79253 0.40629  -0.79
C16 -1.58129 0.19028 0.10271  -0.31
C17 -0.64602 -0.25298 -1.11601  -0.17
C18 0.59677 0.66386 -1.54017  -0.50
N1 1.46375 0.24900 -2.67514  -0.30
C19 2.30707 -0.94500 -2.34071  0.36
C20 3.87721 -0.63350 -2.13451  0.23
C21 4.85286 -1.51299 -3.11905  -0.94
C22 0.81882 1.98058 -0.70369  0.95
C23 -0.08559 2.41236 0.54768  0.06
C24 -1.32234 1.49873 0.97120  0.32
B1 -2.32912 1.88531 2.21567  0.89
N2 -2.32706 1.16336 3.54824  -0.63
O1 -3.24524 3.01081 2.00788  -0.63
C25 0.29849 3.78250 1.33367  0.22
O2 0.24959 3.92796 2.59964  -0.65
C26 0.81929 4.98322 0.36152  -0.63
C27 1.63813 4.58501 -0.77645  0.30
N3 2.10222 5.63511 -1.72171  -0.61
C28 1.28320 5.58581 -2.78875  0.62
C29 -0.20126 4.96223 -2.80428  -0.57
C30 1.81957 6.16821 -4.22165  -0.86
C31 2.01678 3.02213 -1.06886  -0.21
O3 3.16285 2.67383 -1.50574  -0.58
H1 5.35727 -2.43977 3.30099  0.18
H2 5.73642 -0.87637 2.35836  0.23
H3 5.86490 -0.83079 4.22097  0.34
H4 3.26015 -1.55299 4.28804  0.19
H5 3.58761 0.21915 3.79034  0.01
H6 2.33118 -0.24838 1.76856  -0.05
H7 3.87771 -1.25812 1.23366  -0.42
H8 1.12739 -2.35122 1.43284  -0.44
H9 1.96029 -2.85179 3.03866  0.33
H10 3.98616 -3.90016 1.78319  0.15
H11 3.43446 -3.15622 0.13944  -0.08
H12 1.56723 -5.26375 1.76631  0.38
H13 3.01544 -5.87899 0.74687  0.31
H14 1.36499 -5.98750 -0.98860  0.16
H15 1.62505 -4.11830 -1.17275  0.07
H16 -0.51973 -5.86968 0.47119  0.19
H17 -0.19621 -4.12704 1.01258  0.24
H18 -1.43047 -3.14778 -0.93423  -1.26
H19 -0.60702 -4.34993 -2.08141  -0.15
H20 -2.74962 -5.50167 -2.18009  0.01
H21 -2.50027 -6.05821 -0.42006  0.36
H22 -4.82397 -4.81319 -0.89518  -0.24
H23 -3.86591 -3.23384 -1.00168  0.12
H24 -3.04083 -4.85103 1.59176  0.15
H25 -4.88624 -4.76947 1.40580  0.18
H26 -4.08576 -2.83977 2.88570  0.19
H27 -4.76821 -2.15114 1.24523  0.32
H28 -2.25740 -1.42671 2.50510  0.50
H29 -1.66577 -2.61728 1.13068  -1.44
H30 -3.77489 -0.21907 0.78961  0.64
H31 -3.15635 -1.21515 -0.63203  0.12
H32 -0.85793 -1.21321 -1.73783  0.11
H33 2.02583 1.04123 -3.03356  0.38
H34 1.92058 -1.54109 -1.41633  -0.33
H35 2.21130 -1.69415 -3.23248  0.12
H36 4.19743 -0.92298 -1.05003  -0.35
H37 4.17052 0.46296 -2.30890  0.24
H38 4.34402 -1.74446 -4.12231  0.28
H39 5.22793 -2.48633 -2.59709  0.14
H40 5.82467 -0.90451 -3.33438  0.33
H41 -3.17873 0.57142 3.54920  0.24
H42 -1.47498 0.55427 3.51225  0.28
H43 -3.32421 3.49700 2.88067  0.26
H44 0.54347 6.08376 0.57441  0.35
H45 -0.83623 5.26328 -1.87483  0.03
H46 -0.83480 5.31307 -3.71838  0.35
H47 -0.15591 3.79730 -2.86515  0.09
H48 2.32871 5.27902 -4.74306  0.26
H49 0.87223 6.46037 -4.81073  0.24
H50 2.51760 7.05808 -4.02357  0.29
O4 -3.03823 -5.80146 4.58506  -0.51
C32 -4.22173 -5.75282 4.79660  0.57
O5 -5.12265 -5.12691 3.98869  -0.14
C33 -6.41571 -5.48523 4.45173  -0.35
C34 -6.17430 -5.85030 5.88392  -0.39
O6 -4.83388 -6.31582 5.87572  -0.35
H51 -7.11108 -4.65037 4.34560  0.32
H52 -6.78149 -6.32986 3.86004  0.28
H53 -6.24510 -4.98762 6.55348  0.26
H54 -6.85376 -6.62893 6.23583  0.31
O7 4.43474 -4.77027 -2.51081  -0.49
C35 4.23513 -5.90777 -2.84780  0.61
O8 4.59899 -7.00108 -2.12150  -0.30
C36 3.99395 -8.12914 -2.73450  -0.34
C37 3.77558 -7.67312 -4.14415  -0.31
O9 3.61555 -6.26949 -4.00709  -0.29
H55 4.64831 -9.00087 -2.67477  0.32
H56 3.05619 -8.35235 -2.21651  0.25
H57 4.63953 -7.86960 -4.78630  0.27
H58 2.88894 -8.12311 -4.59521  0.27
O10 -2.42605 8.61436 -5.97900  -0.54
C38 -2.71523 8.29414 -4.85652  0.55
O11 -3.72445 8.85287 -4.13151  -0.32
C39 -3.88916 8.05899 -2.96597  -0.36
C40 -2.55170 7.40414 -2.81031  -0.21
O12 -2.07378 7.32474 -4.14390  -0.25
H59 -4.15219 8.67969 -2.10732  0.31
H60 -4.69155 7.33596 -3.14087  0.27
H61 -1.85575 8.00901 -2.22064  0.24
H62 -2.62441 6.41106 -2.36386  0.29
O13 -6.96513 -5.11018 -1.52348  -0.56
C41 -6.90647 -5.27975 -2.71630  0.60
O14 -5.89381 -4.84111 -3.51874  -0.25
C42 -6.09347 -5.43494 -4.79814  -0.22
C43 -7.55930 -5.73356 -4.80753  -0.34
O15 -7.85665 -5.93737 -3.43676  -0.33
H63 -5.80346 -4.74856 -5.59542  0.26
H64 -5.48269 -6.33965 -4.86837  0.22
H65 -8.15549 -4.89357 -5.17704  0.26
H66 -7.79879 -6.62309 -5.39319  0.30
O16 -3.86433 4.12321 4.72017  -0.60
C44 -3.87372 5.32162 4.59354  0.73
O17 -3.40467 6.19647 5.52476  -0.30
C45 -3.38130 7.47877 4.91689  -0.32
C46 -4.39995 7.35546 3.82635  -0.28
O18 -4.35607 5.97507 3.50032  -0.31
H67 -3.63623 8.25589 5.63991  0.29
H68 -2.37524 7.66860 4.53084  0.26
H69 -5.40934 7.60683 4.16590  0.27
H70 -4.15568 7.96816 2.95648  0.27
O19 4.23305 8.61572 -10.12286  -0.52
C47 3.94423 8.29451 -9.00034  0.57
O20 2.93372 8.85169 -8.27574  -0.33
C48 2.76975 8.05749 -7.11112  -0.14
C49 4.10838 7.40432 -6.95436  -0.23
O21 4.58649 7.32630 -8.28798  -0.33
H71 2.50558 8.67753 -6.25231  0.30
H72 1.96860 7.33311 -7.28686  0.21
H73 4.80312 8.00987 -6.36417  0.25
H74 4.03751 6.41045 -6.50831  0.26
O22 -3.55570 -5.78538 -6.83215  -0.54
C50 -2.48942 -5.61356 -6.30157  0.62
O23 -2.15163 -4.49936 -5.59781  -0.34
C51 -0.91850 -4.77434 -4.95115  0.46
C52 -0.32352 -5.85466 -5.79894  -0.23
O24 -1.46442 -6.50985 -6.33057  -0.36
H75 -0.29207 -3.88082 -4.91380  0.26
H76 -1.12225 -5.10837 -3.93102  -0.33
H77 0.27383 -5.45742 -6.62526  0.27
H78 0.28910 -6.54884 -5.22037  0.18
O25 5.83561 -0.44632 7.46989  -0.55
C53 4.84915 0.24147 7.41895  0.58
O26 4.27790 0.68327 6.26257  -0.21
C54 3.02773 1.25949 6.61033  -0.43
C55 3.21518 1.63337 8.04751  0.22
O27 4.16045 0.67988 8.50901  -0.34
H79 2.80941 2.12370 5.97966  0.38
H80 2.24214 0.51049 6.47090  0.29
H81 3.63646 2.63535 8.16738  -0.16
H82 2.28731 1.56798 8.61908  0.31
O28 4.24239 5.17839 10.06184  -0.53
C56 4.57633 5.43895 8.93632  0.60
O29 4.21002 4.71820 7.83837  -0.28
C57 4.60877 5.46586 6.69878  -0.33
C58 5.71529 6.32561 7.22697  -0.35
O30 5.36997 6.49139 8.59353  -0.32
H83 4.94160 4.80366 5.89709  0.32
H84 3.75545 6.05195 6.34442  0.25
H85 6.69174 5.83554 7.16585  0.27
H86 5.77081 7.29105 6.72049  0.31

Cartesian forces (eV/Å) of the 6 atoms listed first:
-0.2 0.3 0.1
1.0 -0.2 -0.4
-0.4 -0.5 0.4
1.0 0.6 0.3
-0.9 -0.6 0.3
0.3 -0.1 -0.7